Below is a molecular structure, C34H39BrN4O2P2Zn in a non-equilibrium geometry, with properties calculated with ωB97M-V with the def2-TZVPD basis set.

```
! wB97M-V def2-TZVPD RIJCOSX def2/J DEFGRID3
* xyz 0 1
Zn 1.95 4.37 0.67
C 0.43 0.50 4.42
C 0.91 0.13 3.23
C 0.23 -0.43 2.02
C -0.53 0.54 1.09
C -1.79 1.16 1.61
C -2.39 0.95 2.81
C -2.04 -0.04 3.89
C -0.96 0.35 4.94
C 0.05 4.82 0.94
H 1.15 0.99 5.09
H 1.94 0.49 3.02
H -0.39 -1.30 2.27
H 1.09 -0.78 1.42
H 0.13 1.37 0.74
H -0.73 -0.02 0.16
H -2.32 1.76 0.85
H -3.31 1.53 3.03
H -1.79 -1.03 3.51
H -2.97 -0.13 4.47
H -1.28 1.24 5.51
H -0.96 -0.48 5.68
H -0.12 5.05 2.01
H -0.58 3.98 0.62
H -0.10 5.72 0.31
P -1.56 -0.92 -3.46
P 1.39 -2.26 -2.51
N -3.24 -1.21 -2.99
N -1.96 -0.66 -5.18
N 0.86 -3.46 -1.29
N 2.90 -3.04 -2.94
C -1.16 -2.73 -3.63
C 0.35 -2.98 -3.88
C -3.91 -0.54 -1.95
C -5.20 -1.05 -1.87
C -5.33 -2.07 -2.86
C -4.11 -2.17 -3.51
C -1.67 0.55 -5.84
C -1.97 0.42 -7.19
C -2.46 -0.92 -7.39
C -2.44 -1.55 -6.15
C 0.51 -3.07 0.01
C 0.03 -4.17 0.72
C 0.07 -5.28 -0.19
C 0.53 -4.81 -1.41
C 3.28 -4.39 -2.95
C 4.55 -4.50 -3.51
C 4.96 -3.17 -3.90
C 3.94 -2.30 -3.56
H -1.72 -3.23 -4.44
H -1.48 -3.20 -2.69
H 0.55 -4.05 -4.05
H 0.65 -2.45 -4.81
H -3.40 0.21 -1.37
H -5.96 -0.75 -1.16
H -6.20 -2.67 -3.08
H -3.78 -2.87 -4.26
H -1.27 1.39 -5.28
H -1.83 1.17 -7.96
H -2.78 -1.37 -8.32
H -2.69 -2.57 -5.91
H 0.61 -2.04 0.30
H -0.33 -4.17 1.74
H -0.22 -6.30 0.04
H 0.63 -5.32 -2.36
H 2.64 -5.16 -2.56
H 5.11 -5.41 -3.64
H 5.90 -2.91 -4.37
H 3.84 -1.24 -3.69
Br 1.35 2.99 6.61
C 2.23 4.64 6.32
C 2.59 5.35 7.50
C 3.25 6.58 7.42
C 3.57 7.09 6.15
C 3.18 6.41 5.00
C 2.48 5.18 5.04
C 2.02 4.56 3.71
O 2.80 4.77 2.68
O 0.93 3.95 3.72
H 2.32 4.95 8.47
H 3.49 7.14 8.32
H 4.10 8.03 6.07
H 3.43 6.84 4.02
*
```

Output
Strongest force on any atom, eV/Å: 3.27
Calculated total energy, hartree: -6724.40245
Relative energy (zero: lowest compared OMol25 entry of this formula, charge and spin), eV: 0.000
HOMO, eV: -8.355
Kohn-Sham gap, eV: 6.2881
E_LUMO, eV: -2.067

Atom charges from the Mulliken analysis, given in e for atoms 1 to 8:
1 Zn 0.515
2 C -0.362
3 C -0.623
4 C -0.565
5 C 0.901
6 C -0.407
7 C -0.601
8 C -0.918